No. 1
{"formula": "C4H8O2", "method": "ωB97M-V/def2-TZVPD", "symbols": ["O", "C", "C", "C", "C", "O", "H", "H", "H", "H", "H", "H", "H", "H"], "positions_angstrom": [[-2.1140, -0.9501, 0.3127], [-1.4807, -0.1091, 0.9047], [-0.6974, 1.0299, 0.2795], [0.7149, 0.5411, 0.4765], [1.4422, -0.0273, -0.4870], [2.5325, -0.8062, -0.2851], [-1.3348, -0.1916, 2.0041], [-0.9602, 1.1496, -0.7750], [-0.9018, 1.9668, 0.8127], [1.0475, 0.4437, 1.5111], [1.2215, 0.0830, -1.5454], [2.4893, -1.1427, 0.6208], [-0.7335, -0.9344, -2.1882], [-1.2256, -1.0526, -1.6415]], "atomic_forces_ev_per_a": [[0.096, 0.525, 0.336], [-0.270, -0.248, -0.099], [-0.043, 0.009, -0.103], [0.189, -0.177, -0.085], [-0.296, 0.243, 0.019], [0.118, -0.021, 0.202], [-0.113, 0.009, -0.056], [0.068, -0.066, 0.188], [0.077, -0.164, -0.027], [0.001, -0.059, -0.112], [-0.046, -0.042, 0.189], [0.218, 0.116, -0.139], [-0.065, -0.097, -0.111], [0.066, -0.029, -0.202]], "total_energy_ev": -8370.40770, "e_homo_ev": -9.0, "spin_multiplicity": 1, "smiles": "O=CC/C=C/O.[H][H]", "charge": 0}



No. 2
{"formula": "C4H8O2", "method": "ωB97M-V/def2-TZVPD", "symbols": ["C", "C", "O", "C", "C", "O", "H", "H", "H", "H", "H", "H", "H", "H"], "positions_angstrom": [[1.8238, 0.0279, 0.0572], [0.5323, 0.8102, 0.0868], [0.5217, 1.9926, -0.1991], [-0.8060, 0.1463, 0.4394], [-1.0755, -1.1022, -0.3976], [-1.8330, 1.0781, 0.2495], [1.9203, -0.6874, 0.8796], [1.8851, -0.5347, -0.8826], [2.6530, 0.7388, 0.0798], [-0.7634, -0.1465, 1.5042], [-1.0465, -0.8566, -1.4642], [-0.3529, -1.8978, -0.1871], [-2.0780, -1.4733, -0.1662], [-1.3808, 1.9044, 0.0002]], "atomic_forces_ev_per_a": [[0.018, 0.000, 0.018], [0.005, 0.299, -0.088], [0.022, -0.399, 0.075], [0.189, -0.162, -0.025], [0.024, -0.057, -0.051], [0.001, 0.118, 0.011], [-0.140, 0.099, -0.095], [-0.090, 0.056, 0.143], [-0.125, -0.131, 0.019], [0.113, 0.071, -0.146], [0.020, -0.039, 0.129], [-0.082, 0.116, -0.038], [0.170, 0.058, -0.007], [-0.124, -0.028, 0.057]], "total_energy_ev": -8372.61507, "e_homo_ev": -10.2, "spin_multiplicity": 1, "smiles": "CC(=O)[C@H](C)O", "charge": 0}



No. 3
{"formula": "C4H8O2", "method": "ωB97M-V/def2-TZVPD", "symbols": ["O", "C", "C", "C", "C", "O", "H", "H", "H", "H", "H", "H", "H", "H"], "positions_angstrom": [[-1.9482, 0.5047, -0.6295], [-1.5176, -0.6299, 0.0830], [-0.0435, -0.5277, 0.4232], [0.9587, -0.2316, -0.7003], [1.4387, 0.8754, 0.2445], [0.2498, 0.7435, 1.0488], [-1.6163, 1.2577, -0.1174], [-2.0944, -0.7624, 1.0127], [-1.6958, -1.5075, -0.5491], [0.2604, -1.3569, 1.0789], [1.6636, -1.0181, -0.9788], [0.4499, 0.1624, -1.5841], [1.5626, 1.8877, -0.1545], [2.3322, 0.6028, 0.8227]], "atomic_forces_ev_per_a": [[0.008, 0.238, 0.106], [0.090, -0.280, 0.131], [-0.164, -0.254, -0.028], [0.008, -0.022, -0.117], [0.280, 0.133, -0.118], [-0.019, 0.013, 0.162], [-0.101, -0.015, -0.163], [0.081, 0.051, -0.132], [0.062, 0.105, 0.092], [-0.046, 0.081, -0.106], [-0.107, 0.135, 0.085], [0.118, -0.068, 0.117], [-0.074, -0.160, 0.042], [-0.136, 0.043, -0.071]], "total_energy_ev": -8371.40336, "e_homo_ev": -10.0, "spin_multiplicity": 1, "charge": 0}



No. 4
{"formula": "C4H8O2", "method": "ωB97M-V/def2-TZVPD", "symbols": ["C", "O", "C", "C", "O", "C", "H", "H", "H", "H", "H", "H", "H", "H"], "positions_angstrom": [[-2.0055, 0.0288, -0.4154], [-1.4592, 0.0040, 0.7680], [-0.4786, -0.8463, 1.0424], [0.8936, -0.0839, -0.4691], [1.6627, -0.9502, -0.8513], [1.3959, 1.2325, 0.0949], [-2.6998, 0.8433, -0.5742], [-0.1763, -0.0033, -0.9165], [-2.0785, -0.8987, -0.9781], [-0.1103, -0.7484, 2.0563], [-0.5316, -1.8292, 0.5792], [2.2442, 1.0406, 0.7579], [0.6135, 1.7797, 0.6279], [1.7556, 1.8569, -0.7324]], "atomic_forces_ev_per_a": [[-0.196, -0.032, -0.008], [0.074, 0.044, -0.055], [-0.067, -0.191, 0.134], [0.227, 0.043, -0.228], [-0.273, 0.177, 0.139], [0.052, 0.010, 0.038], [0.116, -0.085, 0.024], [0.107, -0.078, 0.046], [0.077, 0.120, 0.050], [-0.039, 0.008, -0.113], [0.060, 0.151, 0.011], [-0.131, 0.016, -0.061], [0.073, -0.066, -0.067], [-0.081, -0.116, 0.088]], "total_energy_ev": -8368.23632, "e_homo_ev": [-8.1, -8.2], "spin_multiplicity": 1, "charge": 0}



No. 5
{"formula": "C4H8O2", "method": "ωB97M-V/def2-TZVPD", "symbols": ["O", "C", "C", "C", "C", "O", "H", "H", "H", "H", "H", "H", "H", "H"], "positions_angstrom": [[-0.2363, -0.1030, 1.7908], [-0.9572, 0.6927, 1.0948], [-0.0619, 1.1548, -0.5737], [0.8351, 0.1375, -0.9095], [0.3656, -1.7280, -0.0287], [-0.7394, -2.1186, -0.3144], [0.4180, -0.8289, 0.8015], [-0.9883, 1.7420, 1.4108], [-1.9088, 0.3108, 0.6958], [0.3856, 2.0756, -0.2116], [-0.9251, 1.2907, -1.2219], [0.6775, -0.4616, -1.8013], [1.8660, 0.1963, -0.5660], [1.2693, -2.3603, -0.1665]], "atomic_forces_ev_per_a": [[-0.076, 0.060, -0.176], [-0.135, 0.012, 0.237], [0.236, 0.013, -0.296], [-0.075, 0.243, 0.035], [-0.369, -0.340, -0.190], [0.526, 0.092, 0.101], [-0.058, 0.194, 0.063], [0.063, -0.134, -0.075], [0.146, 0.030, 0.031], [-0.071, -0.151, 0.017], [0.110, -0.027, 0.125], [-0.042, 0.019, 0.159], [-0.173, -0.048, -0.027], [-0.082, 0.037, -0.004]], "total_energy_ev": -8367.77416, "e_homo_ev": -9.1, "spin_multiplicity": 1, "charge": 0}



No. 6
{"formula": "C4H8O2", "method": "ωB97M-V/def2-TZVPD", "symbols": ["C", "C", "C", "O", "C", "O", "H", "H", "H", "H", "H", "H", "H", "H"], "positions_angstrom": [[0.3735, -0.1857, -2.0317], [-0.2317, -0.5856, -0.6867], [-0.2220, 0.5822, 0.2850], [-0.8644, 0.2143, 1.5200], [-0.0910, 0.1073, 2.6048], [1.1015, 0.2637, 2.6559], [1.4229, 0.1111, -1.9197], [0.3363, -1.0176, -2.7418], [-0.1695, 0.6571, -2.4768], [0.3332, -1.4173, -0.2485], [-1.2635, -0.9318, -0.8209], [0.7975, 0.9133, 0.4985], [-0.7995, 1.4245, -0.1090], [-0.7232, -0.1354, 3.4709]], "atomic_forces_ev_per_a": [[0.032, 0.009, -0.038], [-0.018, -0.030, 0.034], [0.104, 0.079, -0.203], [0.042, 0.001, 0.132], [0.356, 0.094, 0.074], [-0.515, -0.098, -0.049], [-0.165, -0.031, -0.018], [0.007, 0.125, 0.113], [0.084, -0.134, 0.076], [-0.074, 0.113, -0.054], [0.139, 0.054, 0.028], [-0.138, -0.034, -0.057], [0.074, -0.117, 0.035], [0.073, -0.030, -0.072]], "total_energy_ev": -8372.70389, "e_homo_ev": -10.8, "spin_multiplicity": 1, "smiles": "CCCOC=O", "charge": 0}



No. 7
{"formula": "C4H8O2", "method": "ωB97M-V/def2-TZVPD", "symbols": ["C", "O", "C", "C", "C", "O", "H", "H", "H", "H", "H", "H", "H", "H"], "positions_angstrom": [[0.0647, -2.3098, -0.2659], [0.4338, -0.9685, -0.4124], [-0.3396, -0.0727, 0.3406], [0.5082, 1.1946, 0.4006], [0.0308, 2.2829, -0.4306], [-0.1029, 2.3284, 0.9871], [0.0619, -2.5985, 0.7949], [-0.9289, -2.5202, -0.6903], [0.8134, -2.8982, -0.8000], [-0.5228, -0.4074, 1.3700], [-1.3494, 0.0235, -0.1207], [1.5532, 1.0050, 0.6316], [-0.8364, 1.8566, -0.9186], [0.6139, 3.0844, -0.8862]], "atomic_forces_ev_per_a": [[-0.050, -0.378, 0.030], [0.178, -0.017, 0.054], [0.106, 0.114, 0.323], [-0.037, -0.488, -0.003], [0.052, -0.128, -0.275], [-0.364, -0.146, 0.131], [-0.004, -0.041, -0.125], [0.108, 0.074, 0.050], [-0.153, -0.023, 0.080], [0.194, -0.323, 0.012], [0.524, 0.455, 0.185], [-0.084, 0.181, 0.016], [-0.404, 1.136, -0.570], [-0.067, -0.416, 0.092]], "total_energy_ev": -8370.38569, "e_homo_ev": -10.1, "spin_multiplicity": 1, "smiles": "COC[C@H]1CO1", "charge": 0}



No. 8
{"formula": "C4H8O2", "method": "ωB97M-V/def2-TZVPD", "symbols": ["O", "C", "C", "C", "C", "O", "H", "H", "H", "H", "H", "H", "H", "H"], "positions_angstrom": [[-1.8356, 0.6814, -0.6949], [-1.1325, -0.5382, -0.6480], [0.2163, 0.1233, 2.3232], [0.3697, -0.3661, -0.8894], [1.0630, 0.5842, 0.0990], [0.2109, 0.8562, 1.2507], [-1.6861, 1.1277, 0.1496], [-1.3088, -1.0656, 0.3020], [-1.5393, -1.1706, -1.4430], [1.0322, -0.6431, 2.1700], [0.8440, -1.3538, -0.8570], [0.5091, 0.0294, -1.9001], [1.2536, 1.5636, -0.3414], [2.0034, 0.1717, 0.4793]], "atomic_forces_ev_per_a": [[-0.040, 0.183, 0.175], [0.161, -0.343, -0.041], [0.221, 0.076, -0.416], [-0.012, 0.003, -0.053], [0.160, -0.019, -0.073], [-0.116, -0.154, 0.405], [-0.062, 0.011, -0.171], [0.008, 0.115, -0.134], [0.050, 0.075, 0.103], [-0.090, 0.067, 0.075], [-0.089, 0.109, 0.024], [0.016, -0.061, 0.105], [-0.067, -0.113, 0.048], [-0.139, 0.052, -0.047]], "total_energy_ev": -8369.06700, "e_homo_ev": -8.9, "spin_multiplicity": 1, "charge": 0}



No. 9
{"formula": "C4H8O2", "method": "ωB97M-V/def2-TZVPD", "symbols": ["C", "C", "C", "C", "O", "O", "H", "H", "H", "H", "H", "H", "H", "H"], "positions_angstrom": [[-1.0797, -1.1314, 0.2262], [0.1927, 1.0327, -1.7693], [0.0913, -0.4841, 0.6717], [-0.0046, 0.0604, 1.9511], [-0.5250, 0.7932, -0.5873], [1.2760, -0.9636, 0.1840], [1.9903, -0.3970, 0.5007], [-2.0289, -0.8257, 0.6368], [-1.0084, -2.0118, -0.4015], [0.7856, 1.9549, -1.6753], [-0.4875, 1.1714, -2.6193], [0.8851, 0.2149, -2.0163], [0.8640, 0.1518, 2.5904], [-0.9509, 0.4343, 2.3081]], "atomic_forces_ev_per_a": [[0.632, 0.411, -0.232], [-0.093, -0.053, -0.144], [-0.384, -1.020, 0.334], [0.269, 0.294, 0.194], [-0.033, 0.092, -0.114], [-0.292, 0.307, 0.068], [-0.067, -0.069, 0.012], [0.078, -0.016, -0.048], [-0.068, 0.156, -0.116], [-0.056, -0.090, 0.067], [0.059, -0.050, 0.038], [-0.061, 0.032, 0.054], [0.016, 0.101, -0.078], [-0.001, -0.093, -0.035]], "total_energy_ev": -8367.62910, "e_homo_ev": [-8.1, -7.9], "spin_multiplicity": 1, "charge": 0}



No. 10
{"formula": "C4H8O2", "method": "ωB97M-V/def2-TZVPD", "symbols": ["C", "C", "C", "O", "C", "O", "H", "H", "H", "H", "H", "H", "H", "H"], "positions_angstrom": [[-2.0835, 0.1487, -0.2801], [-0.7387, 0.5519, 0.3281], [0.3089, -0.5163, 0.0998], [1.5453, -0.1494, 0.7506], [2.6682, -0.0987, 0.0133], [2.8142, -0.3229, -1.1610], [-2.4656, -0.7714, 0.1771], [-2.8329, 0.9307, -0.1238], [-2.0024, -0.0243, -1.3597], [-0.8463, 0.6884, 1.4090], [-0.4054, 1.5142, -0.0843], [0.0250, -1.5014, 0.4959], [0.5354, -0.6570, -0.9569], [3.4778, 0.2077, 0.6922]], "atomic_forces_ev_per_a": [[-0.037, -0.008, -0.025], [-0.138, -0.058, 0.191], [0.382, -0.283, -0.466], [0.091, -0.020, -0.249], [0.163, 0.095, -0.056], [-0.441, 0.047, 0.725], [0.075, 0.126, -0.065], [0.122, -0.112, -0.021], [0.018, 0.039, 0.166], [-0.036, 0.076, -0.078], [0.035, -0.279, 0.030], [-0.099, 0.350, 0.082], [-0.171, 0.074, -0.084], [0.037, -0.047, -0.150]], "total_energy_ev": -8372.66350, "e_homo_ev": -10.8, "spin_multiplicity": 1, "smiles": "CCCOC=O", "charge": 0}



Ordered energy above the lowest of the compared OMol25 structures with the same formula, charge and spin results: 66.3 15.4 43.3 116.4 127.0 13.3 66.8 97.2 130.4 14.3; unit kcal/mol.
Ordered max |F| results: 0.63 0.41 0.33 0.35 0.54 0.53 1.33 0.48 1.14 0.85; unit eV/Å.
Ordered molecular weight results: 88.1 88.1 88.1 88.1 88.1 88.1 88.1 88.1 88.1 88.1; unit g mol⁻¹.